Computed, not measured: a cluster of 7 separate species, C9H23Br4N5O10 in total in a non-equilibrium geometry, with ωB97M-V/def2-TZVPD.

Geometry (Å):
Br (2.29637, 0.77818, -1.12074)
Br (-0.25464, 1.06462, 3.21975)
Br (2.83408, 4.99157, 0.63266)
Br (-1.35601, -2.11858, 2.24093)
O (-1.44264, -1.73021, -2.65052)
O (2.59116, -2.33731, 0.20712)
O (-1.80260, 2.86290, -1.07011)
O (-0.36828, -0.50850, 7.04337)
O (-1.09642, 1.15112, -2.14857)
O (-0.67738, -2.65563, -4.44451)
O (-4.65087, -2.02086, -2.90032)
O (3.95908, -2.69928, -1.43704)
O (-3.94953, -0.01911, -3.46149)
O (-0.45988, -1.87590, 5.36176)
N (-4.28459, -0.89931, -2.62326)
N (3.67523, -2.37315, -0.31143)
N (-0.92066, -0.95630, 6.05620)
N (-0.62409, -2.34469, -3.27273)
N (-1.15210, 2.34366, -2.00164)
C (4.83915, -2.06361, 0.59148)
C (0.63982, -2.75922, -2.49763)
C (-0.56903, 3.21040, -3.10949)
C (-0.49777, -0.75512, 0.97276)
C (-0.86497, 0.67424, 1.32161)
C (-2.13689, -0.19990, 5.49551)
C (2.34376, 3.43763, -0.47238)
C (-4.21428, -0.45642, -1.16629)
C (2.95118, 2.20070, 0.10116)
H (5.60012, -2.80060, 0.33483)
H (-0.21417, 1.24962, 0.66321)
H (-0.55479, 2.63892, -4.03756)
H (-2.85470, -0.26706, 6.31304)
H (2.64215, 3.63130, -1.50269)
H (0.35594, 3.60168, -2.68588)
H (-5.09164, 0.17814, -1.04108)
H (1.23809, -1.90970, -2.82699)
H (4.03904, 2.24833, 0.14999)
H (-1.92212, 0.93111, 1.25420)
H (0.57357, -0.88358, 1.12716)
H (-1.81369, 0.83673, 5.40052)
H (1.05671, -3.70134, -2.85361)
H (-0.66438, -1.09391, -0.04977)
H (5.21450, -1.04987, 0.45167)
H (-2.42341, -0.72778, 4.58593)
H (1.27358, 3.26964, -0.35151)
H (-4.08991, -1.31673, -0.50864)
H (0.44492, -2.78504, -1.42550)
H (-1.37521, 3.93941, -3.19143)
H (2.56722, 2.00231, 1.10181)
H (-3.32076, 0.16370, -1.09444)
H (4.51173, -2.09721, 1.63060)

Properties
Energy relative to the best compared isomer or geometry (same formula, charge and spin): 0.862 eV
Spin multiplicity: 1
E_HOMO: -0.3658 hartree
SMILES: C[N+](=O)[O-].C[N+](=O)[O-].C[N+](=O)[O-].C[N+](=O)[O-].C[N+](=O)[O-].BrCCBr.BrCCBr



Computed, not measured: a cluster of 2 separate species, C9H23BrN2O2 in total, with ωB97M-V/def2-TZVPD.

Geometry (Å):
Br (-0.35679, -1.00516, 3.73677)
O (2.85076, 0.09869, -1.18856)
O (-2.96129, 3.08048, -1.67494)
N (-1.30858, -2.81357, 1.35628)
N (0.71980, 0.51274, -0.28004)
C (-1.40038, 0.88680, 1.02866)
C (-0.86682, -2.84448, -0.03098)
C (0.10442, 0.75812, 1.08266)
C (0.32867, -0.74648, -0.99998)
C (2.19821, 0.67398, -0.11136)
C (-1.88668, 2.18110, 0.34147)
C (0.45594, -2.07928, -0.25787)
C (4.26817, 0.10619, -1.03193)
C (-2.56933, 1.90125, -0.99087)
H (-1.64193, -2.44664, -0.69589)
H (-3.42472, 1.23754, -0.82654)
H (2.47331, 0.24292, 0.85586)
H (-2.57139, 2.71616, 1.00152)
H (4.60161, -0.82536, -0.57172)
H (0.52662, 1.71811, 1.39797)
H (-1.03971, 2.85172, 0.15419)
H (1.00199, -2.00440, 0.68458)
H (1.06260, -2.70316, -0.91951)
H (-0.71017, -3.87767, -0.35221)
H (2.39501, 1.75176, -0.06805)
H (4.59813, 0.94385, -0.41301)
H (-0.71293, -0.60079, -1.28979)
H (0.43899, 0.02812, 1.83987)
H (-1.86638, 1.40884, -1.66985)
H (-2.27060, -2.52727, 1.46290)
H (-1.68887, 0.88182, 2.07972)
H (0.91343, -0.76260, -1.91279)
H (-1.23078, -3.73332, 1.76590)
H (-3.67146, 3.49371, -1.18537)
H (4.70904, 0.20636, -2.02032)
H (0.38563, 1.28227, -0.86157)
H (-1.85352, 0.00767, 0.56479)

Properties
Spin multiplicity: 1
E_HOMO: -0.2343 hartree



Computed, not measured: a structure of composition C9H23ClI2NP2Tl in a non-equilibrium geometry, with ωB97M-V/def2-TZVPD.

Geometry (Å):
Tl (3.03416, -2.26714, -0.62279)
I (0.96121, 1.05270, -0.64180)
I (-0.67418, -1.32238, 0.79551)
Cl (5.21954, -3.52521, -1.01822)
P (1.93194, -0.03910, 1.93682)
P (0.13378, -1.48650, -2.31276)
N (-1.55373, 1.41006, 0.45513)
C (2.25039, -1.16619, 3.36552)
C (-0.29461, -3.24569, -2.69340)
C (3.46666, 0.96762, 2.13039)
C (-3.86583, 3.53251, 1.03464)
C (0.71738, 1.11989, 2.75175)
C (-1.53737, -0.70708, -2.59697)
C (-4.05424, 2.21228, 0.29574)
C (0.93268, -1.10497, -3.93991)
C (-2.68473, 1.67070, 0.27628)
H (-3.48425, 3.34701, 2.04035)
H (-0.23193, 0.59719, 2.86075)
H (2.00331, -1.37067, -3.90541)
H (-1.12723, -3.58017, -2.07378)
H (-1.41697, 0.37950, -2.57494)
H (1.32314, -1.58498, 3.75850)
H (0.55303, -3.90829, -2.43907)
H (0.89725, -0.03719, -4.14101)
H (0.51973, 1.94839, 2.07486)
H (-4.41072, 2.27943, -0.75623)
H (-3.10983, 4.13459, 0.52472)
H (2.80061, -0.64103, 4.16184)
H (-2.17901, -0.96361, -1.74944)
H (3.34418, 1.96434, 1.70731)
H (-4.79909, 4.04691, 1.06598)
H (2.86469, -2.03006, 3.04989)
H (0.46819, -1.67043, -4.75768)
H (-4.72011, 1.46413, 0.78351)
H (4.30202, 0.50039, 1.57639)
H (3.76019, 1.02839, 3.18815)
H (-1.94209, -1.05691, -3.54010)
H (1.12746, 1.43881, 3.68919)
H (-0.52563, -3.38724, -3.75968)

Properties
Energy relative to the best compared isomer or geometry (same formula, charge and spin): 5.906 eV
Charge: +2
Spin multiplicity: 1
E_HOMO (alpha / beta): -0.5452 / -0.5412 hartree



Computed, not measured: a structure of composition C9H23IO7P3Re, with ωB97M-V/def2-TZVPD.

Geometry (Å):
Re (0.30090, -1.17659, 1.41557)
I (-1.16289, -0.81504, 3.50406)
P (0.27994, -4.05755, 0.37272)
P (2.46927, -2.37592, 0.93570)
P (-0.17207, 0.64333, -0.09596)
O (1.79328, -1.57160, -0.14872)
O (2.12965, -1.53311, 2.20692)
O (-0.33512, -5.15030, 1.30368)
O (0.40519, -4.35081, -1.04061)
O (3.91603, -2.72758, 0.52939)
O (-0.54506, -2.74715, 0.78153)
O (1.70077, -3.75460, 1.13308)
C (-1.81612, 1.45117, 0.04792)
C (-0.33280, 1.27023, -2.84802)
C (-0.54061, -1.15384, -2.27146)
C (-2.93921, 0.46062, -0.26588)
C (1.02555, 3.24420, -0.11000)
C (0.08842, 0.18062, -1.86152)
C (1.17952, 1.80615, 0.38199)
C (-2.08740, 2.19816, 1.34716)
C (1.40512, 1.76883, 1.89749)
H (0.19462, 3.74835, 0.38021)
H (1.17477, 0.05549, -1.90130)
H (4.45276, -3.32737, 1.07240)
H (-1.61501, -1.06134, -2.41990)
H (-1.76293, 2.18900, -0.76374)
H (0.17664, 2.22044, -2.69986)
H (-0.10697, -1.45513, -3.22446)
H (0.53369, 2.09980, 2.45742)
H (-1.31348, 2.91749, 1.60009)
H (1.93310, 3.79347, 0.13946)
H (0.88363, 3.31715, -1.18555)
H (1.69270, 0.77814, 2.27198)
H (-3.89660, 0.92903, -0.04118)
H (2.05298, 1.35633, -0.10564)
H (-0.34817, -1.95638, -1.57038)
H (-0.50389, -5.98714, 0.84296)
H (-3.02101, 2.74800, 1.23254)
H (-2.86721, -0.43974, 0.34892)
H (-2.20841, 1.51030, 2.18241)
H (-1.40879, 1.44322, -2.82014)
H (-0.09212, 0.92511, -3.85325)
H (2.23829, 2.42359, 2.15345)
H (-2.95091, 0.16292, -1.31147)

Properties
Energy relative to the best compared isomer or geometry (same formula, charge and spin): 0.000 eV
Charge: +1
Spin multiplicity: 2
E_HOMO (alpha / beta): -0.4446 / -0.4372 hartree



Computed, not measured: a structure of composition C9H23LiN2O6 in a non-equilibrium geometry, with ωB97M-V/def2-TZVPD.

Geometry (Å):
O (-10.29940, 8.13106, 13.44576)
O (-9.28183, 5.49443, 11.95736)
O (-12.32977, 6.08796, 12.64206)
O (-11.98612, 8.46694, 10.67507)
O (-8.89120, 9.62598, 13.65534)
O (-9.08778, 8.47116, 11.77563)
N (-9.41981, 8.76815, 12.93285)
N (-10.65089, 6.05069, 9.70791)
C (-14.43234, 5.41440, 11.68552)
C (-12.77624, 9.63920, 10.95194)
C (-8.72781, 4.87939, 10.78766)
C (-13.10807, 4.95429, 12.25221)
C (-12.29516, 7.82895, 9.44474)
C (-11.06809, 7.12005, 8.82499)
C (-13.23582, 4.00621, 13.50031)
C (-8.96080, 4.78037, 13.10385)
C (-9.20846, 5.76988, 9.60353)
Li (-10.72761, 7.05430, 11.62601)
H (-12.66104, 10.40281, 10.18270)
H (-14.55876, 6.41640, 11.27550)
H (-11.08263, 5.18029, 9.43204)
H (-13.17284, 7.20593, 9.61686)
H (-15.20070, 5.35687, 12.45651)
H (-13.93800, 3.20127, 13.28324)
H (-12.43156, 10.05663, 11.89802)
H (-7.89813, 4.86392, 13.33157)
H (-14.69497, 4.68397, 10.92027)
H (-13.52800, 4.47357, 14.44067)
H (-7.64071, 4.87263, 10.86688)
H (-9.51763, 5.22750, 13.92733)
H (-13.85021, 9.45322, 10.96213)
H (-8.79359, 6.77784, 9.60292)
H (-12.29657, 3.46504, 13.61451)
H (-12.70965, 8.59458, 8.78891)
H (-12.67830, 6.41900, 13.47305)
H (-12.58745, 4.43220, 11.44942)
H (-10.27788, 7.85803, 8.68696)
H (-9.06353, 3.84458, 10.72010)
H (-9.01170, 5.26811, 8.65611)
H (-9.36508, 3.77278, 13.20087)
H (-11.29263, 6.73948, 7.82857)

Properties
Energy relative to the best compared isomer or geometry (same formula, charge and spin): 0.447 eV
Spin multiplicity: 1
E_HOMO: -0.2934 hartree



Computed, not measured: the ion C9H23N6 with charge +1 in a non-equilibrium geometry, with ωB97M-V/def2-TZVPD.

Geometry (Å):
N (-0.39969, 0.72876, -1.66707)
N (-3.01422, 0.60729, -0.72885)
N (0.59907, 1.40895, -1.21580)
N (0.32405, 2.82128, -1.35811)
N (-1.80793, 0.92721, -0.22314)
N (0.51898, -0.34988, 2.32439)
C (-0.31216, -0.66011, -1.83862)
C (2.34734, 0.26701, 0.15563)
C (3.37861, 0.60984, 1.23793)
C (0.07041, 0.29175, 1.00401)
C (-1.97845, -2.13776, 1.33898)
C (0.56036, -0.96970, -3.06506)
C (-1.26104, 0.18838, 0.77155)
C (-2.13857, -0.63697, 1.79576)
C (1.06076, 1.13670, 0.19135)
H (1.26727, 2.14796, 0.43419)
H (2.56011, 0.42639, -0.89636)
H (0.45774, -0.29834, -3.97091)
H (3.20089, 1.54651, 1.69568)
H (4.26737, 0.61402, 0.67447)
H (0.40224, -1.94303, -3.54969)
H (2.08367, -0.79846, 0.16000)
H (1.38597, -0.81953, 2.21311)
H (-0.60370, 3.17195, -1.27074)
H (-2.73744, -2.43735, 0.54073)
H (-2.40234, -2.67958, 2.21316)
H (-3.48448, -0.25471, -0.78070)
H (-3.10967, -0.31826, 1.62094)
H (-0.28153, -0.81018, 2.75247)
H (1.54869, -0.79042, -2.83660)
H (-1.92140, -0.49124, 2.97119)
H (-0.97362, -2.38412, 1.21308)
H (-1.36334, -1.11605, -2.02180)
H (-2.94495, 1.16675, -1.55804)
H (0.80263, 0.40367, 2.96414)
H (3.39827, -0.33863, 1.99778)
H (-0.04688, -1.14084, -0.93155)
H (0.54696, 2.91074, -2.35754)

Properties
Energy relative to the best compared isomer or geometry (same formula, charge and spin): 9.822 eV
Charge: +1
Spin multiplicity: 1
E_HOMO (alpha / beta): -0.3921 / -0.3921 hartree



We obtain energy values of -11678.44738; -3190.63423; -2321.51152; -2283.49999; -925.09923; -684.73729 a.u. for the records listed above, in that order.